9
Properties=species:S:1:pos:R:3:mulliken_charge:R:1 method="wB97M-V/def2-TZVPD" smiles=N#[N+]c1nccs1 max_force_ev_per_a=4.0 de_lowest_kcal_mol=9.0 total_charge=+1 homo_lumo_gap_ev=9.5 homo_ev=-15.08 molar_mass_da=112.137 e_tot_ha=-677.59792
N -5.088 -0.604 -0.064 -0.04
N -3.998 -0.376 -0.001 0.36
C -2.269 -0.024 0.152 0.59
N -1.552 -1.015 0.439 -0.29
C -0.239 -0.435 0.373 -0.33
C -0.193 0.890 0.020 -0.04
S -1.768 1.561 -0.330 0.04
H 0.727 -0.983 0.389 0.37
H 0.727 1.624 0.155 0.35